{
  "formula": "C29H37Cl5CsN5O4S4",
  "method": "ωB97M-V/def2-TZVPD",
  "species": ["Cs", "N", "N", "C", "N", "S", "H", "H", "H", "H", "H", "Cl", "C", "C", "C", "Cl", "C", "Cl", "C", "Cl", "C", "Cl", "O", "S", "C", "C", "C", "C", "C", "C", "C", "C", "C", "C", "C", "C", "H", "H", "H", "H", "H", "H", "H", "H", "H", "H", "C", "N", "C", "C", "N", "C", "S", "H", "H", "H", "H", "H", "H", "H", "H", "C", "C", "C", "S", "O", "C", "C", "C", "H", "H", "H", "H", "H", "H", "H", "H", "H", "H", "H", "H", "H", "H", "O", "O"],
  "xyz": [[0.149, -0.997, -0.256], [0.496, 2.275, -2.258], [0.265, 1.186, -3.113], [-0.927, 0.937, -3.697], [-0.891, -0.105, -4.570], [-2.308, 1.846, -3.421], [0.131, 2.034, -1.338], [-0.089, 3.037, -2.591], [1.096, 0.770, -3.502], [-0.166, -0.799, -4.477], [-1.780, -0.394, -4.936], [1.457, -2.406, -2.543], [3.108, -1.830, -2.601], [3.976, -1.930, -1.510], [5.315, -1.537, -1.706], [6.402, -1.661, -0.364], [5.764, -1.055, -2.922], [7.408, -0.569, -3.106], [4.884, -0.942, -3.997], [5.432, -0.328, -5.512], [3.567, -1.338, -3.823], [2.479, -1.203, -5.178], [1.416, 0.574, 1.054], [2.898, 0.208, 1.225], [2.923, -0.825, 2.672], [1.790, -0.907, 3.459], [1.828, -1.707, 4.595], [2.981, -2.403, 4.922], [4.105, -2.311, 4.109], [4.083, -1.521, 2.971], [3.619, 1.691, 1.915], [4.987, 1.872, 1.797], [5.562, 3.028, 2.310], [4.765, 3.989, 2.915], [3.391, 3.798, 3.006], [2.806, 2.648, 2.503], [0.902, -0.356, 3.180], [0.949, -1.785, 5.223], [3.006, -3.025, 5.807], [5.001, -2.869, 4.351], [4.941, -1.478, 2.314], [5.598, 1.125, 1.303], [6.629, 3.184, 2.225], [5.215, 4.891, 3.307], [2.777, 4.560, 3.471], [1.738, 2.480, 2.545], [-1.130, 4.378, 1.790], [-2.499, 4.046, 1.474], [-3.596, 4.942, 1.795], [-4.812, 4.202, 1.214], [-4.285, 2.854, 1.058], [-2.927, 2.835, 1.075], [-1.965, 1.517, 0.666], [-0.812, 5.252, 1.219], [-0.503, 3.528, 1.530], [-1.025, 4.593, 2.857], [-3.445, 5.916, 1.328], [-3.673, 5.088, 2.877], [-5.117, 4.624, 0.254], [-5.662, 4.221, 1.894], [-4.740, 2.146, 0.508], [-4.285, -5.058, 1.172], [-4.033, -3.592, 0.864], [-3.343, -3.397, -0.482], [-3.054, -1.642, -0.767], [-1.825, -1.525, -1.666], [-4.485, -1.278, -1.791], [-4.307, -1.552, -3.280], [-4.506, -2.991, -3.725], [-4.766, -5.182, 2.143], [-3.353, -5.626, 1.193], [-4.931, -5.523, 0.425], [-3.425, -3.134, 1.648], [-4.984, -3.049, 0.870], [-3.919, -3.842, -1.292], [-2.345, -3.840, -0.498], [-4.664, -0.212, -1.641], [-5.317, -1.833, -1.348], [-3.312, -1.203, -3.554], [-5.004, -0.888, -3.795], [-3.666, -3.628, -3.445], [-4.596, -3.047, -4.810], [-5.415, -3.431, -3.306], [2.343, -2.116, 0.091], [3.706, -2.406, -0.298]],
  "forces_ev_per_angstrom": [[-1.05, -0.51, 0.63], [-0.02, -0.11, -0.03], [-0.14, 0.06, 0.25], [0.01, -0.12, -0.08], [-0.11, 0.23, 0.07], [0.18, -0.14, -0.06], [-0.01, 0.06, 0.02], [0.00, 0.05, -0.02], [0.04, 0.02, -0.05], [-0.02, -0.06, 0.01], [0.02, -0.05, -0.02], [0.92, -0.45, -0.87], [-0.59, -0.18, -0.21], [0.30, -0.19, 0.54], [0.12, 0.04, 0.02], [-0.16, 0.02, -0.14], [0.18, 0.03, 0.03], [-0.10, -0.03, 0.00], [0.08, 0.05, -0.12], [-0.02, -0.02, 0.08], [-0.19, 0.13, -0.24], [0.19, 0.00, 0.26], [2.76, 1.54, 1.45], [-1.12, 0.40, -0.47], [0.23, 0.12, 0.09], [0.10, -0.14, 0.20], [-0.09, 0.08, -0.10], [0.06, -0.02, -0.01], [0.05, -0.02, -0.01], [-0.12, -0.11, 0.14], [-0.07, 0.00, 0.20], [0.07, 0.12, 0.07], [0.00, 0.01, 0.00], [-0.01, -0.10, -0.05], [-0.03, 0.11, 0.04], [0.20, 0.05, 0.03], [-0.02, 0.03, -0.02], [0.01, -0.01, 0.02], [0.00, -0.01, 0.00], [-0.01, -0.01, 0.03], [0.00, 0.04, -0.07], [-0.01, -0.04, -0.01], [0.01, -0.01, 0.00], [-0.01, 0.02, 0.01], [-0.02, -0.02, 0.00], [-0.03, -0.03, -0.01], [-0.06, 0.02, -0.01], [0.16, -0.01, -0.03], [-0.03, 0.02, -0.10], [0.01, 0.05, 0.05], [0.02, -0.19, -0.01], [0.43, -0.25, -0.10], [-0.49, 0.47, 0.21], [0.01, 0.00, 0.01], [0.00, 0.00, -0.02], [0.00, 0.00, 0.01], [-0.01, 0.01, 0.04], [-0.01, -0.05, 0.01], [0.02, 0.00, 0.00], [-0.01, 0.00, -0.03], [-0.07, 0.05, 0.01], [-0.01, -0.20, 0.04], [-0.02, 0.09, 0.00], [0.01, -0.30, 0.05], [0.91, 0.08, -0.79], [-2.84, -0.75, -0.70], [-0.30, 0.23, -0.11], [0.00, 0.18, 0.10], [0.00, -0.20, -0.07], [0.00, 0.03, 0.00], [0.03, 0.04, -0.01], [0.00, 0.05, -0.03], [0.01, -0.04, 0.00], [0.00, 0.00, -0.02], [0.02, 0.04, -0.03], [-0.01, -0.01, 0.09], [0.03, 0.01, 0.01], [-0.06, 0.05, -0.02], [0.05, 0.02, 0.01], [-0.05, -0.09, -0.04], [0.01, 0.04, 0.02], [0.02, 0.02, -0.01], [-0.01, 0.04, 0.02], [0.94, -0.41, 0.05], [-0.27, 0.11, -0.21]],
  "mulliken_charge": [1.585, -0.792, 0.176, 0.414, -0.366, -0.369, 0.208, 0.277, 0.133, 0.152, 0.198, -0.037, 0.347, -0.329, 0.599, -0.172, 0.024, -0.189, 0.201, -0.200, -0.071, -0.167, -0.741, 0.718, 0.915, -0.380, -0.608, -0.564, -0.592, -0.358, 0.095, -0.241, -0.630, -0.508, -0.622, -0.256, 0.412, 0.420, 0.371, 0.426, 0.162, 0.411, 0.412, 0.379, 0.391, 0.226, -0.610, 0.236, -0.641, -0.568, -0.129, -0.243, -0.300, 0.294, -0.103, 0.329, 0.349, 0.319, 0.293, 0.314, 0.223, -1.332, -0.146, -0.859, 0.729, -0.574, -0.702, 0.290, -1.335, 0.379, 0.318, 0.326, 0.326, 0.273, 0.206, 0.400, 0.213, 0.469, -0.493, 0.456, 0.313, 0.412, 0.314, -0.742, -0.462],
  "homo_ev": -7.328,
  "de_lowest_kj_mol": 179.0,
  "multiplicity": 1,
  "lumo_ev": 0.066,
  "homo_lumo_gap_ha": 0.272,
  "charge": 0
}

{
  "formula": "C29H37F2NO2OsS3SbSi",
  "method": "ωB97M-V/def2-TZVPD",
  "species": ["Os", "S", "Sb", "S", "S", "C", "C", "N", "O", "H", "H", "H", "H", "H", "C", "C", "C", "C", "C", "C", "C", "C", "C", "C", "H", "H", "H", "H", "H", "H", "H", "H", "H", "H", "H", "H", "F", "C", "F", "H", "C", "C", "C", "C", "Si", "O", "C", "C", "C", "C", "C", "C", "C", "C", "C", "C", "C", "C", "H", "H", "H", "H", "H", "H", "H", "H", "H", "H", "H", "H", "H", "H", "H", "H", "H", "H", "H"],
  "xyz": [[0.504, 1.059, 0.400], [4.072, -0.851, 3.262], [3.237, 1.169, 2.516], [0.753, 1.046, 2.612], [2.915, 0.885, 0.112], [0.433, 0.250, -4.372], [0.735, 0.216, -2.888], [1.539, -0.756, -2.462], [0.263, 1.082, -2.142], [0.084, -0.728, -4.711], [1.333, 0.517, -4.930], [-0.337, 0.994, -4.559], [1.793, -1.504, -3.083], [1.594, -0.915, -1.444], [-0.037, 4.290, 2.012], [0.116, 4.200, 0.488], [-1.222, 4.528, -0.179], [0.581, 2.833, -0.001], [1.216, 5.180, 0.072], [0.998, 6.322, -0.689], [2.051, 7.167, -1.034], [3.342, 6.881, -0.621], [3.575, 5.735, 0.133], [2.528, 4.895, 0.470], [-0.771, 3.569, 2.365], [-0.352, 5.303, 2.287], [0.904, 4.067, 2.514], [-1.979, 3.833, 0.173], [-1.156, 4.449, -1.268], [-1.540, 5.541, 0.085], [1.047, 2.939, -0.990], [-0.001, 6.570, -1.023], [1.853, 8.052, -1.629], [4.162, 7.536, -0.891], [4.579, 5.490, 0.461], [2.726, 3.984, 1.029], [-2.223, 1.919, 1.513], [-1.632, 1.100, 0.525], [-2.192, -0.167, 0.822], [-2.141, 1.391, -0.405], [0.337, -5.227, 0.554], [0.965, -3.841, 0.354], [1.789, -3.866, -0.937], [1.910, -3.555, 1.531], [-0.340, -2.441, 0.329], [0.433, -1.036, 0.151], [-1.540, -2.718, -1.132], [-2.188, -3.919, -1.446], [-3.019, -4.039, -2.555], [-3.238, -2.947, -3.383], [-2.628, -1.735, -3.081], [-1.793, -1.630, -1.975], [-1.310, -2.646, 1.930], [-0.781, -2.100, 3.103], [-1.484, -2.155, 4.300], [-2.726, -2.773, 4.353], [-3.263, -3.336, 3.202], [-2.561, -3.264, 2.005], [1.125, -5.960, 0.774], [-0.186, -5.573, -0.343], [-0.371, -5.238, 1.389], [2.472, -4.726, -0.935], [2.404, -2.966, -1.016], [1.153, -3.942, -1.828], [2.736, -4.280, 1.532], [1.390, -3.644, 2.489], [2.341, -2.550, 1.492], [-2.057, -4.786, -0.809], [-3.489, -4.992, -2.777], [-3.885, -3.037, -4.248], [-2.808, -0.863, -3.702], [-1.331, -0.679, -1.750], [0.181, -1.602, 3.081], [-1.060, -1.697, 5.187], [-3.281, -2.806, 5.284], [-4.234, -3.817, 3.234], [-3.010, -3.683, 1.110]],
  "forces_ev_per_angstrom": [[-0.46, -0.28, -0.68], [0.00, 0.05, 0.15], [0.25, -0.08, -0.01], [-0.02, 0.12, 0.45], [0.60, -0.42, 0.16], [0.02, -0.01, 0.02], [0.11, 0.21, 0.04], [-0.16, -0.14, 0.25], [-0.07, -0.37, 0.17], [0.02, 0.02, 0.00], [-0.02, -0.02, 0.02], [0.03, 0.00, 0.02], [0.00, -0.01, 0.01], [0.03, 0.13, -0.18], [-0.07, 0.01, -0.04], [0.48, 0.17, 0.25], [0.02, -0.10, -0.10], [-0.61, 1.25, -0.14], [0.07, -0.03, 0.05], [0.02, 0.07, 0.00], [0.00, 0.00, 0.03], [-0.03, -0.02, 0.00], [-0.01, 0.04, 0.02], [-0.02, -0.03, -0.02], [-0.03, -0.02, -0.01], [0.01, -0.03, -0.01], [-0.01, 0.00, -0.01], [-0.02, -0.05, 0.02], [0.00, 0.03, 0.03], [0.00, -0.01, 0.00], [-0.20, 0.07, -0.15], [0.01, -0.02, -0.01], [0.00, -0.01, 0.00], [0.00, 0.00, 0.00], [-0.02, -0.02, -0.03], [0.01, 0.03, -0.03], [0.15, 0.00, -0.18], [0.00, -0.66, 0.31], [0.01, 0.31, -0.15], [0.00, 0.06, 0.00], [-0.01, 0.04, 0.01], [0.00, -0.12, 0.00], [-0.04, 0.11, -0.01], [-0.07, 0.08, -0.04], [0.49, 0.40, -0.06], [-0.43, -0.69, -0.28], [-0.06, 0.02, -0.06], [0.01, 0.02, 0.01], [0.06, 0.01, 0.00], [0.01, 0.02, 0.02], [0.01, -0.02, 0.02], [-0.03, -0.07, -0.01], [-0.14, 0.08, 0.08], [-0.02, -0.08, 0.05], [0.01, -0.02, -0.04], [0.00, -0.02, -0.02], [0.04, 0.01, 0.03], [0.05, 0.01, 0.02], [-0.01, 0.00, 0.00], [0.02, -0.01, 0.01], [0.03, -0.01, -0.01], [0.01, 0.01, 0.01], [0.00, 0.00, 0.00], [0.02, -0.01, 0.01], [0.00, 0.02, 0.01], [0.04, -0.04, -0.02], [0.01, -0.07, -0.01], [0.03, 0.02, -0.03], [-0.02, 0.02, 0.02], [-0.01, 0.00, -0.01], [0.00, -0.02, -0.01], [-0.02, 0.03, 0.07], [-0.03, 0.03, -0.02], [0.00, -0.01, -0.01], [0.00, -0.01, 0.00], [-0.01, 0.01, -0.01], [-0.01, 0.04, 0.01]],
  "lowdin_spin": [0.732, 0.002, 0.015, 0.195, 0.000, 0.000, 0.000, 0.000, 0.000, 0.000, 0.000, 0.000, 0.000, 0.000, 0.002, 0.010, -0.002, -0.018, 0.000, 0.000, 0.000, -0.001, 0.000, 0.000, 0.001, 0.001, 0.002, 0.000, 0.000, 0.000, 0.013, 0.000, 0.000, 0.000, 0.000, 0.000, 0.000, -0.006, -0.001, -0.001, 0.000, 0.001, 0.000, 0.000, 0.005, 0.032, 0.000, 0.000, 0.000, 0.000, 0.000, 0.000, 0.001, 0.006, 0.001, 0.000, 0.000, 0.000, 0.000, 0.000, 0.000, 0.000, 0.000, 0.000, 0.000, 0.000, 0.000, 0.000, 0.000, 0.000, 0.000, 0.000, 0.007, 0.000, 0.000, 0.000, 0.000],
  "homo_ev": [-0.714, -0.666],
  "de_lowest_kj_mol": 43.0,
  "multiplicity": 2,
  "lumo_ev": [4.119, 4.118],
  "homo_lumo_gap_ha": [0.178, 0.176],
  "charge": -2,
  "s_squared": 0.767
}